66
Properties=species:S:1:pos:R:3:nbo_charge:R:1 method="wB97M-V/def2-TZVPD" total_charge=0 e_homo_ev=-7.8 e_above_lowest_kj_mol=0.00
P 1.617 -0.355 1.784 2.1485
O -0.983 3.777 -1.144 -0.4825
O 2.455 0.490 0.679 -0.8336
O -3.244 2.388 -1.113 -0.5083
O 1.779 2.057 2.922 -0.6928
O 2.477 -1.162 2.658 -1.0890
O -3.751 0.569 0.854 -0.5164
N -3.055 -2.998 -0.814 -0.4168
C -1.302 -1.351 -0.876 -0.2420
C 4.656 -1.759 -1.389 -0.3969
C -3.590 -4.250 -0.344 -0.4018
C -0.320 1.585 1.734 -0.0321
C 3.664 -0.094 0.194 0.0956
C 3.361 -1.190 -0.820 -0.4290
C 5.792 0.442 -1.006 -0.3960
C -4.420 3.049 -0.691 -0.2436
C 4.499 1.016 -0.435 -0.4126
C -3.867 -2.228 -1.728 -0.4107
C -1.098 2.846 -0.159 0.2809
C 0.326 -1.245 0.887 -0.5447
C 0.237 4.462 -1.276 -0.2504
C -0.099 2.543 0.759 -0.2899
C -2.541 1.202 0.885 0.3518
C -0.206 -0.756 -0.300 -0.1515
C 0.792 1.118 2.622 -0.2374
C -1.924 -2.459 -0.273 0.2018
C -0.243 -2.370 1.467 -0.0925
C 5.490 -0.651 -2.027 -0.3959
C -1.546 0.941 1.817 -0.3359
C -1.342 -2.976 0.898 -0.3302
C -2.316 2.153 -0.120 0.1633
C -4.010 -0.426 1.814 -0.2564
H 0.469 5.052 -0.383 0.1770
H -1.772 -3.836 1.387 0.2169
H -4.188 4.036 -0.276 0.1709
H 5.227 -2.225 -0.583 0.1996
H 0.244 0.107 -0.767 0.2285
H 0.185 -2.756 2.381 0.2248
H 2.778 -1.970 -0.323 0.2237
H -3.278 -1.238 1.758 0.1875
H 2.749 -0.771 -1.623 0.2001
H -4.151 -4.139 0.593 0.1836
H -1.693 0.204 2.590 0.2228
H -4.891 -2.595 -1.694 0.2045
H 4.426 -2.528 -2.128 0.2116
H 4.199 -0.534 1.046 0.2036
H 0.398 0.755 3.578 0.2168
H 6.388 0.023 -0.193 0.1983
H -4.018 -0.013 2.828 0.1784
H 2.351 2.135 2.146 0.4779
H 6.372 1.240 -1.472 0.2105
H -4.258 -4.658 -1.100 0.2084
H -3.875 -1.175 -1.441 0.2175
H -1.688 -0.948 -1.797 0.2163
H -4.964 2.461 0.053 0.1816
H 4.720 1.778 0.315 0.2105
H 0.853 3.046 0.722 0.2167
H -3.505 -2.310 -2.759 0.1916
H 4.940 -0.221 -2.867 0.1929
H -2.785 -4.969 -0.186 0.2071
H 6.423 -1.065 -2.413 0.2089
H -5.031 3.167 -1.584 0.1894
H -5.001 -0.811 1.575 0.1964
H 3.914 1.482 -1.231 0.1978
H 0.107 5.132 -2.125 0.2005
H 1.066 3.776 -1.482 0.1748